A:
This record from the Open Molecules 2025 dataset describes an isolated molecule of C8H7NOS. The level of theory is wB97M-V/def2-TZVPD.

## Properties
- gap between HOMO and LUMO (eV) = 7.9738

Last column: natural (NBO) charge in e.
Positions of all 18 atoms, in Å:
C 1.376 -1.553 -1.119  -0.430
N 1.517 -0.479 -0.188  -0.511
S 3.099 -0.336 0.605  0.427
C 2.546 1.220 1.286  0.375
O 3.181 1.794 2.169  -0.554
C 1.108 1.242 1.161  -0.218
C 0.406 2.320 1.743  -0.113
C -1.017 2.261 1.686  -0.254
C -1.623 1.340 0.829  -0.148
C -0.854 0.322 0.209  -0.288
C 0.488 0.213 0.419  0.200
H 1.596 -2.570 -0.681  0.182
H 2.126 -1.685 -1.847  0.216
H 0.395 -1.723 -1.577  0.224
H 0.858 3.137 2.327  0.241
H -1.612 2.814 2.357  0.214
H -2.661 1.504 0.592  0.218
H -1.404 -0.294 -0.447  0.218

***

B:
This record from the Open Molecules 2025 dataset describes an isolated molecule of C8H7NOS. The level of theory is wB97M-V/def2-TZVPD.

## Properties
- gap between HOMO and LUMO (eV) = 8.4807

Last column: natural (NBO) charge in e.
Positions of all 18 atoms, in Å:
O 1.696 2.659 1.176  -0.507
C 1.684 1.828 0.338  0.725
N 1.559 1.463 -0.943  -0.595
C 1.658 0.316 0.019  -0.086
C 2.853 -0.638 -0.080  -0.218
C 2.544 -1.928 -0.009  -0.369
S 0.863 -2.242 0.364  0.336
C 0.484 -0.538 0.355  -0.180
C -0.793 -0.172 0.358  -0.014
C -2.179 -0.640 0.558  -0.424
C -1.868 0.851 0.391  -0.446
H 0.584 1.633 -1.364  0.400
H 3.883 -0.089 -0.349  0.237
H 3.195 -2.765 -0.366  0.251
H -2.485 -0.855 1.491  0.222
H -2.579 -1.022 -0.336  0.223
H -2.269 1.426 -0.422  0.218
H -2.055 1.542 1.150  0.226

***

Of them, the most stable is A and the least stable is B.

***

A:
This record from the Open Molecules 2025 dataset describes an isolated molecule of C2H3BrO. The level of theory is wB97M-V/def2-TZVPD.

## Properties
- gap between HOMO and LUMO (eV) = 10.3208

Last column: natural (NBO) charge in e.
Positions of all 7 atoms, in Å:
O 0.938 0.805 -0.479  -0.522
C 0.336 0.852 0.564  0.406
C -1.372 1.382 0.541  -0.526
Br -2.247 -0.193 -0.015  0.056
H 1.188 0.531 1.529  0.149
H -1.804 1.932 1.310  0.221
H -1.378 2.074 -0.237  0.217

***

B:
This record from the Open Molecules 2025 dataset describes a cluster of 2 separate species, C2H3BrO in total. The level of theory is wB97M-V/def2-TZVPD.

## Properties
- gap between HOMO and LUMO (spin up / spin down) (eV) = 8.6730 / 9.0664

Last column: natural (NBO) charge in e.
Positions of all 7 atoms, in Å:
C -0.617 0.033 -0.679  -0.164
C 0.373 -0.025 0.375  0.138
O -0.247 -1.155 0.019  -0.473
Br 2.227 0.206 0.135  0.072
H -1.618 0.396 -0.501  0.203
H -0.261 0.069 -1.707  0.195
H 0.144 0.475 2.358  0.028

***

Of them, the most stable is A and the least stable is B.